(1)
{
  "formula": "C5H10NO2",
  "method": "ωB97M-V with the def2-TZVPD basis set",
  "species": ["C", "N", "C", "C", "C", "C", "O", "O", "H", "H", "H", "H", "H", "H", "H", "H", "H", "H"],
  "positions_angstrom": [[-0.292, 0.366, -1.646], [0.554, 0.518, -0.430], [1.825, -0.153, -0.582], [-1.179, 1.004, 1.257], [-0.085, 0.025, 0.806], [-0.658, -1.436, 0.848], [-1.506, -1.765, -0.018], [-0.242, -2.117, 1.807], [0.394, 0.157, -2.479], [-0.717, 1.337, -1.837], [-0.954, -0.483, -1.582], [2.389, 0.245, -1.423], [1.780, -1.244, -0.754], [2.414, -0.066, 0.335], [-2.078, 0.758, 0.693], [-1.446, 0.837, 2.300], [-0.854, 2.034, 1.107], [0.655, -0.016, 1.598]],
  "forces_ev_per_a": [[1.8, 0.1, 0.2], [-0.1, -0.8, 0.1], [0.4, -0.7, 0.1], [-0.1, -0.7, -0.3], [-0.5, 0.3, 0.5], [-0.2, -0.1, -0.1], [0.1, 0.1, -0.1], [0.1, -0.1, 0.1], [-0.1, 0.2, 0.0], [-0.8, 0.2, -0.2], [-0.6, 0.0, 0.2], [0.1, 0.3, -0.1], [-0.4, 0.0, 0.0], [0.0, 0.3, -0.1], [-0.2, 0.4, -0.2], [0.2, 0.0, 0.1], [-0.1, 0.0, 0.0], [0.5, 0.3, -0.1]],
  "total_charge": -1,
  "fmax_ev_per_a": 1.79,
  "e_lumo_ev": 4.1,
  "homo_energy_ev": -3.6,
  "smiles": "C[C@@H](C(=O)[O-])N(C)C"
}

***

(2)
{
  "formula": "C39H88N4O7",
  "method": "ωB97M-V with the def2-TZVPD basis set",
  "species": ["C", "O", "H", "H", "H", "H", "C", "O", "H", "H", "H", "H", "C", "O", "H", "H", "H", "H", "C", "C", "C", "C", "C", "C", "N", "O", "C", "C", "C", "H", "H", "H", "H", "H", "H", "H", "H", "H", "H", "H", "H", "H", "H", "H", "H", "H", "H", "H", "C", "C", "C", "C", "C", "C", "N", "O", "C", "C", "C", "H", "H", "H", "H", "H", "H", "H", "H", "H", "H", "H", "H", "H", "H", "H", "H", "H", "H", "H", "C", "C", "C", "C", "C", "C", "N", "O", "C", "C", "C", "H", "H", "H", "H", "H", "H", "H", "H", "H", "H", "H", "H", "H", "H", "H", "H", "H", "H", "H", "C", "C", "C", "C", "C", "C", "N", "O", "C", "C", "C", "H", "H", "H", "H", "H", "H", "H", "H", "H", "H", "H", "H", "H", "H", "H", "H", "H", "H", "H"],
  "positions_angstrom": [[3.022, 1.539, -3.606], [3.236, 2.148, -4.871], [3.921, 1.041, -3.248], [2.607, 2.191, -2.838], [2.193, 0.840, -3.778], [3.182, 1.500, -5.573], [4.382, -1.032, -1.049], [4.251, 0.084, -0.194], [5.024, -0.827, -1.915], [4.823, -1.923, -0.595], [3.403, -1.283, -1.459], [5.007, 0.131, 0.396], [0.492, 0.615, -0.559], [1.457, 0.316, 0.464], [-0.268, 1.261, -0.124], [0.984, 1.049, -1.430], [0.023, -0.317, -0.894], [2.304, 0.314, -0.002], [-1.997, -1.278, 4.158], [-0.762, -1.075, 5.010], [-0.715, -2.160, 6.086], [0.672, -2.419, 6.688], [1.733, -2.569, 5.599], [1.732, -1.549, 4.442], [0.353, -1.193, 4.055], [0.215, -0.195, 3.045], [2.539, -0.315, 4.864], [2.372, -2.207, 3.207], [-0.829, 0.272, 5.722], [-1.900, -2.106, 3.452], [-2.168, -0.401, 3.531], [-2.905, -1.549, 4.705], [-1.380, -1.828, 6.885], [-1.069, -3.137, 5.743], [0.586, -3.345, 7.254], [0.936, -1.593, 7.354], [1.666, -3.576, 5.164], [2.686, -2.680, 6.127], [3.583, -0.562, 5.064], [2.465, 0.395, 4.033], [2.158, 0.213, 5.740], [3.259, -2.705, 3.612], [1.737, -3.005, 2.826], [2.637, -1.459, 2.461], [-0.736, 1.084, 4.987], [-0.122, 0.479, 6.522], [-1.855, 0.472, 6.051], [0.687, -0.653, 2.330], [3.445, 3.570, 4.002], [3.133, 4.356, 2.708], [2.379, 3.504, 1.695], [0.895, 3.321, 2.092], [0.291, 4.729, 2.201], [1.009, 5.665, 3.167], [2.453, 5.634, 2.950], [3.117, 6.505, 3.859], [0.522, 7.103, 2.905], [0.606, 5.267, 4.613], [4.495, 4.763, 2.129], [4.061, 2.694, 3.804], [2.495, 3.124, 4.335], [3.676, 4.130, 4.907], [2.484, 4.015, 0.737], [2.851, 2.521, 1.737], [0.868, 2.710, 2.993], [0.361, 2.754, 1.332], [-0.720, 4.584, 2.592], [0.188, 5.145, 1.196], [1.008, 7.451, 1.986], [-0.543, 7.252, 2.729], [0.863, 7.775, 3.693], [0.889, 4.233, 4.804], [1.173, 5.906, 5.289], [-0.469, 5.331, 4.771], [5.032, 3.927, 1.669], [5.126, 5.181, 2.911], [4.369, 5.487, 1.320], [3.298, 7.239, 3.262], [-2.378, -0.938, -8.178], [-2.296, 0.380, -7.344], [-3.587, 0.465, -6.552], [-3.584, 1.413, -5.349], [-2.570, 0.703, -4.463], [-1.148, 0.744, -5.028], [-1.144, 0.325, -6.441], [0.132, 0.441, -7.006], [-0.528, 2.125, -4.823], [-0.361, -0.329, -4.250], [-2.175, 1.551, -8.305], [-1.573, -0.942, -8.913], [-3.344, -0.892, -8.679], [-2.221, -1.775, -7.502], [-4.382, 0.756, -7.257], [-4.012, -0.493, -6.245], [-4.532, 1.536, -4.823], [-3.296, 2.440, -5.585], [-2.894, -0.326, -4.291], [-2.456, 1.045, -3.425], [0.313, 2.343, -5.487], [-1.210, 2.854, -5.287], [-0.286, 2.363, -3.792], [-0.402, -0.302, -3.160], [-0.676, -1.340, -4.537], [0.686, -0.459, -4.548], [-2.283, 2.516, -7.793], [-2.875, 1.554, -9.142], [-1.190, 1.676, -8.767], [0.124, 1.256, -7.533], [-4.337, -4.186, -1.639], [-2.855, -3.844, -1.724], [-2.578, -2.662, -0.795], [-2.471, -2.999, 0.707], [-1.343, -4.010, 0.873], [-1.692, -5.307, 0.108], [-2.032, -4.992, -1.278], [-2.276, -6.122, -2.070], [-0.369, -6.101, 0.109], [-2.802, -6.089, 0.834], [-2.389, -3.437, -3.113], [-4.578, -4.609, -0.664], [-4.970, -3.316, -1.824], [-4.633, -4.943, -2.368], [-1.696, -2.068, -1.044], [-3.391, -1.928, -0.760], [-2.088, -2.105, 1.214], [-3.416, -3.189, 1.213], [-1.244, -4.300, 1.926], [-0.366, -3.608, 0.606], [0.097, -6.239, 1.089], [0.417, -5.504, -0.366], [-0.487, -7.066, -0.385], [-2.330, -6.720, 1.591], [-3.263, -6.797, 0.144], [-3.537, -5.408, 1.253], [-1.309, -3.272, -3.094], [-2.682, -4.047, -3.966], [-2.744, -2.421, -3.325], [-1.465, -6.278, -2.571]],
  "forces_ev_per_a": [[-1.0, -1.0, -0.8], [0.3, 1.2, 0.4], [0.0, 0.0, 0.2], [0.5, 0.7, -0.3], [0.4, -0.5, 0.5], [-0.1, -0.3, 0.1], [0.4, -0.4, -0.9], [-0.1, -0.1, 0.1], [0.0, 0.3, 0.1], [-0.3, 0.1, 0.4], [-0.1, 0.0, 0.2], [0.0, 0.1, 0.0], [0.2, -0.7, 0.5], [-0.2, 0.1, -0.8], [0.0, 0.1, -0.2], [-0.2, 0.3, 0.1], [-0.1, 0.1, 0.0], [0.3, -0.1, 0.6], [-1.0, -0.1, -0.7], [0.5, -0.2, -0.1], [0.6, -0.5, 0.2], [-0.4, 0.7, -0.7], [-0.3, -1.3, 0.1], [-0.2, 0.9, 0.5], [-0.7, -1.6, 1.0], [1.1, -0.5, 0.4], [0.0, 0.4, -0.6], [0.5, -0.1, 1.2], [-0.8, 1.4, -0.9], [0.5, -0.1, 0.1], [-0.2, 0.0, 0.2], [0.1, 0.5, 0.4], [-0.2, -0.1, -0.1], [-0.2, 0.2, -0.4], [0.3, 0.1, 0.3], [0.1, -0.1, 0.1], [-0.5, 0.1, -0.1], [0.3, 0.8, -0.4], [0.0, 0.0, -0.2], [0.3, 0.1, 0.1], [-0.2, -0.3, 0.1], [0.3, 0.2, -0.5], [-0.2, 0.2, -0.2], [0.1, -0.2, -0.2], [0.5, -0.2, -0.1], [0.1, -0.4, 0.1], [0.1, -0.4, 0.5], [-0.3, 0.7, -0.5], [-2.2, -0.9, 0.3], [1.8, 0.8, 1.2], [-0.7, -0.1, 0.9], [1.1, 0.8, -0.6], [-0.5, -1.1, 0.3], [-1.0, 0.1, 0.8], [-1.1, -0.2, -1.1], [0.0, -0.4, -0.3], [0.8, 0.3, -0.5], [0.7, -0.1, -0.4], [0.2, -0.2, -0.6], [0.5, 0.3, 0.1], [0.1, -0.2, -0.2], [0.9, 0.4, -0.5], [-0.1, -0.4, -0.2], [0.2, 0.0, -0.6], [-0.3, 0.2, 0.2], [0.0, 0.0, 0.0], [-0.1, 0.4, -0.1], [0.2, 0.1, 0.0], [0.0, 0.0, 0.0], [-0.1, -0.4, 0.4], [-0.2, 0.0, 0.1], [0.0, 0.0, 0.1], [-0.3, 0.0, 0.2], [0.0, 0.3, 0.0], [-0.1, -0.2, 0.3], [0.0, 0.1, -0.1], [-0.1, 0.1, 0.1], [0.2, 0.1, 0.3], [0.6, 1.2, 0.3], [0.7, -0.8, -0.5], [-2.2, 1.0, -0.4], [0.7, -0.6, 0.4], [0.4, 0.4, 1.1], [0.6, -0.8, 0.2], [-0.6, -0.4, 1.1], [-0.2, -0.1, -0.6], [-0.5, 0.8, -1.6], [0.8, -1.3, -0.5], [0.3, 1.5, -0.1], [-0.1, -0.1, -0.1], [0.0, -0.6, -0.1], [-0.4, -0.2, -0.1], [0.3, 0.3, -0.2], [0.7, -0.3, 0.3], [-0.2, -0.4, -0.3], [0.3, -0.1, -0.2], [0.0, -0.1, -0.5], [-0.3, 0.6, -0.2], [0.6, -0.7, 0.6], [-0.3, 0.1, 0.8], [-0.1, 0.1, 0.0], [-0.1, 0.5, 0.0], [-0.8, 0.2, 0.1], [0.1, 0.9, 0.0], [-0.4, -0.2, 0.2], [-0.2, -0.3, 0.2], [0.0, -0.6, -0.1], [0.2, 0.0, 0.2], [-0.5, -0.3, -0.4], [0.2, -0.5, 0.6], [-0.6, 0.8, 1.7], [1.8, 0.9, -0.2], [-1.5, -0.9, 0.6], [0.8, -0.1, 0.4], [1.2, 1.3, -0.4], [-0.4, -0.4, 0.1], [0.3, 0.0, -0.3], [0.7, -0.4, -0.3], [0.1, 1.1, -0.3], [0.0, 0.2, 0.1], [0.1, 0.1, 0.1], [0.2, 0.0, 0.0], [0.2, -0.4, -0.3], [-0.2, -0.2, -1.0], [-0.3, 0.2, -0.2], [0.0, -0.6, -0.2], [0.0, 0.0, 0.0], [-0.1, 0.2, -0.5], [-0.7, -0.2, 0.3], [-0.3, -0.1, -0.6], [0.2, 0.0, 0.0], [-0.2, 0.3, 0.4], [-0.2, 0.2, -0.1], [-0.1, -0.2, 0.2], [0.1, -0.5, 0.0], [0.0, -0.4, 0.3], [-0.4, -0.1, 0.0], [0.0, 0.2, 0.1]],
  "total_charge": 0,
  "fmax_ev_per_a": 2.42,
  "e_lumo_ev": 0.4,
  "homo_energy_ev": -7.6,
  "smiles": "CC1(C)CCCC(C)(C)N1O.CC1(C)CCCC(C)(C)N1O.CC1(C)CCCC(C)(C)N1O.CC1(C)CCCC(C)(C)N1O.CO.CO.CO"
}

***

(3)
{
  "formula": "C14H38HgNO9S5",
  "method": "ωB97M-V with the def2-TZVPD basis set",
  "species": ["Hg", "O", "C", "O", "O", "H", "C", "S", "O", "C", "H", "H", "H", "H", "H", "H", "C", "S", "O", "C", "H", "H", "H", "H", "H", "H", "C", "S", "O", "C", "H", "H", "H", "H", "H", "H", "C", "S", "O", "C", "H", "H", "H", "H", "H", "H", "C", "S", "O", "C", "H", "H", "H", "H", "H", "H", "C", "O", "N", "C", "C", "H", "H", "H", "H", "H", "H", "H"],
  "positions_angstrom": [[1.011, 0.052, -0.096], [4.772, 0.628, -1.870], [3.627, 0.563, -1.161], [2.537, 0.938, -1.710], [3.636, 0.073, -0.010], [4.528, 1.097, -2.681], [2.649, -1.627, -3.681], [1.858, -2.638, -2.395], [1.111, -1.683, -1.501], [0.491, -3.312, -3.443], [2.753, -2.265, -4.562], [3.613, -1.254, -3.350], [2.003, -0.804, -3.986], [0.845, -3.899, -4.290], [-0.038, -2.454, -3.860], [-0.179, -3.893, -2.814], [0.661, 4.764, 0.870], [-0.172, 3.639, -0.285], [0.287, 2.248, 0.030], [-1.806, 3.794, 0.495], [0.143, 5.711, 1.042], [1.641, 5.102, 0.536], [0.729, 4.239, 1.822], [-2.546, 3.265, -0.099], [-2.175, 4.821, 0.534], [-1.776, 3.387, 1.502], [-2.514, 2.225, -2.769], [-1.340, 0.861, -3.102], [-0.616, 0.379, -1.868], [-0.168, 1.841, -4.109], [-3.019, 2.489, -3.704], [-1.997, 3.137, -2.471], [-3.346, 1.974, -2.115], [0.529, 1.222, -4.671], [0.412, 2.441, -3.408], [-0.759, 2.378, -4.850], [-0.323, 1.996, 3.795], [0.523, 0.457, 3.361], [1.347, 0.706, 2.101], [1.748, 0.492, 4.704], [0.414, 2.765, 4.025], [-1.047, 1.818, 4.588], [-0.869, 2.355, 2.925], [1.402, 0.691, 5.719], [2.514, 1.235, 4.471], [2.311, -0.440, 4.770], [0.049, -3.544, 2.885], [1.446, -3.400, 1.700], [1.397, -1.966, 1.240], [2.764, -3.380, 2.942], [-0.872, -3.706, 2.331], [0.097, -2.680, 3.543], [0.192, -4.458, 3.468], [2.473, -2.566, 3.613], [3.712, -3.027, 2.543], [2.805, -4.315, 3.497], [-2.281, -0.853, 0.909], [-1.095, -0.679, 0.670], [-3.107, -1.590, 0.158], [-4.532, -1.609, 0.458], [-2.767, -1.997, -1.217], [-2.735, -0.563, 1.872], [-4.936, -2.592, 0.215], [-5.132, -0.912, -0.138], [-4.761, -1.344, 1.489], [-1.700, -1.895, -1.394], [-3.072, -3.041, -1.297], [-3.346, -1.398, -1.919]],
  "forces_ev_per_a": [[1.5, 0.2, -0.1], [0.0, 0.3, -0.3], [-1.7, -0.8, 1.8], [0.4, 0.4, -0.8], [0.6, 0.2, -0.8], [0.2, -0.1, 0.1], [-0.4, -0.4, -0.5], [-0.8, 0.5, -0.5], [0.2, -1.3, -0.8], [0.5, 0.6, -0.2], [0.3, -0.1, 0.1], [0.0, -0.1, 0.2], [-0.1, 0.1, 0.4], [0.2, -0.2, 0.2], [0.0, 0.1, 0.2], [0.1, 0.0, 0.1], [0.2, 0.4, 0.4], [-0.1, 0.1, 0.3], [-0.5, 1.5, 0.3], [-0.3, 0.2, -0.1], [-0.5, -0.3, -0.3], [0.1, -0.7, -0.2], [0.2, -0.1, 0.0], [0.2, -0.4, -0.1], [0.4, 0.1, 0.0], [0.1, 0.0, 0.0], [0.1, 0.6, -0.4], [0.3, -0.7, -0.1], [-1.3, 1.0, -1.3], [-0.3, -0.2, 0.4], [0.3, -0.3, -0.3], [0.1, -0.1, 0.4], [0.4, -0.4, 0.4], [-0.2, -0.4, 0.3], [-0.1, 0.3, -0.1], [0.0, 0.4, 0.2], [0.2, 0.3, -0.4], [0.7, -0.1, -0.6], [-0.6, 0.3, 1.8], [0.9, 0.1, 0.2], [0.0, -0.1, 0.3], [0.2, 0.0, 0.2], [0.0, -0.4, -0.2], [-0.7, 0.1, -0.3], [-0.3, 0.2, -0.3], [-0.4, -0.2, -0.4], [0.9, -0.9, -0.2], [-0.1, 1.0, 0.2], [0.1, -1.1, 0.5], [-0.6, 0.7, 0.5], [0.0, 0.6, -0.1], [-0.3, 0.2, -0.2], [0.1, 0.1, 0.1], [-0.1, -0.2, 0.2], [0.0, -0.5, -0.5], [0.2, -0.1, -0.2], [0.6, -0.8, 0.2], [-0.7, 0.2, 0.4], [-0.7, 0.6, -0.6], [-0.4, -0.1, -0.2], [-0.1, -0.2, 0.9], [0.0, 0.3, -0.1], [0.1, -0.1, 0.3], [0.4, 0.2, -0.3], [0.3, -0.3, 0.1], [0.0, 0.1, 0.1], [0.1, 0.0, -0.3], [0.1, 0.0, -0.1]],
  "total_charge": 1,
  "fmax_ev_per_a": 2.56,
  "e_lumo_ev": -1.9,
  "homo_energy_ev": -10.4
}